# C2H9N

2 unconnected molecules or ions with the total composition C2H9N (ωB97M-V/def2-TZVPD, OMol25).

Geometry as XYZ:
```
12
Properties=species:S:1:pos:R:3:forces:R:3:nbo_charge:R:1
N 2.574 -0.140 0.032 -0.648 3.010 -1.112 -0.29
H 2.949 0.566 0.684 0.413 -0.893 0.548 0.42
H 3.082 -0.155 -0.864 0.302 -0.985 0.248 0.42
H 1.564 0.059 -0.115 -0.219 -1.178 0.305 0.43
C -1.672 0.372 0.651 -0.239 0.554 -0.021 -0.62
C -1.179 -0.275 -0.635 -0.191 -0.774 0.333 -0.59
H -1.552 1.456 0.604 0.004 -0.011 0.090 0.21
H -1.203 0.014 1.567 0.261 -0.092 -0.120 0.20
H -2.739 0.202 0.793 -0.010 -0.107 -0.115 0.24
H -0.191 0.084 -0.958 0.017 0.131 -0.091 0.13
H -1.121 -1.360 -0.514 0.165 0.028 -0.023 0.22
H -1.870 -0.131 -1.463 0.144 0.317 -0.043 0.24
```
Forces are in eV/Å.

The multiplicity is 2. The calculation puts the frontier orbital gap (spin up / spin down) at 10.93 / 4.71 eV. As for the total charge: +1. The total energy is -135.956952 a.u.